Entry 1:
The following is a quantum chemistry calculation of a molecular structure, C31H28CsN9O2S2, from the Open Molecules 2025 dataset.

```
73
Properties=species:S:1:pos:R:3:forces:R:3
Cs -0.008599 -0.606542 -0.956021 -0.76 0.48 0.30
C -2.424826 3.674527 -6.795116 -0.01 0.00 0.00
C -2.615984 2.228336 -6.340105 0.00 -0.01 -0.01
N -3.402797 2.091004 -5.137462 -0.01 -0.01 0.00
C -2.914097 2.433924 -3.882175 -0.02 0.05 -0.06
S -4.087924 2.617852 -2.645073 0.01 -0.02 0.03
N -1.619237 2.629372 -3.843128 0.02 -0.02 0.01
N -1.041796 2.699611 -2.610066 -0.02 0.05 0.02
C -0.080762 3.539716 -2.485874 0.02 -0.02 -0.01
C 0.330599 4.519163 -3.555011 0.02 -0.02 0.00
C 0.703094 3.533899 -1.224795 -0.01 0.01 0.03
C 1.485473 4.637400 -0.872303 0.00 0.01 0.01
C 2.268748 4.582937 0.268866 0.00 0.00 0.00
C 2.270907 3.428621 1.030955 -0.03 0.01 0.01
C 1.452456 2.385465 0.617819 -0.03 0.04 0.09
N 0.683281 2.435425 -0.460723 0.11 -0.10 -0.07
H -1.804683 3.723674 -7.694788 0.00 0.01 0.00
H -1.940964 4.246365 -6.003828 0.00 0.00 0.00
H -3.388267 4.140997 -7.015533 0.00 0.00 0.00
H -1.643904 1.769109 -6.162988 0.00 0.01 0.01
H -3.112488 1.654674 -7.128981 0.01 -0.01 0.00
H -4.396654 2.228817 -5.210365 0.01 0.01 0.01
H -0.175927 4.260054 -4.480209 0.01 0.00 0.00
H 1.412279 4.496583 -3.710473 0.00 0.02 0.01
H 0.054481 5.542701 -3.283945 -0.02 0.00 -0.01
H 1.485822 5.524533 -1.490003 -0.01 0.00 -0.01
H 2.883705 5.431305 0.546931 0.00 0.00 0.00
H 2.891447 3.318059 1.909560 0.00 0.00 0.00
H 1.436674 1.458012 1.183938 0.00 -0.03 -0.01
N 0.180483 -4.214835 2.287875 0.04 0.03 0.06
C 0.021788 -2.938502 1.855889 0.08 -0.03 0.03
N -0.893008 -2.126138 2.255516 0.01 -0.02 -0.04
C -1.777611 -2.547450 3.241239 -0.06 0.03 -0.05
N -2.732333 -1.799753 3.668872 0.00 0.03 0.10
N -2.874381 -0.601879 3.001358 0.05 -0.01 -0.11
C -2.117353 0.347403 3.353622 0.00 -0.04 0.05
C -2.063505 1.626731 2.612939 -0.02 0.02 0.01
C -1.430665 2.720167 3.196068 -0.01 -0.01 0.00
C -1.327948 3.897799 2.469717 0.01 0.00 -0.02
C -1.841770 3.930975 1.187342 0.02 0.01 0.02
C -2.439420 2.780891 0.675861 0.02 -0.03 -0.03
N -2.558189 1.656298 1.372813 0.03 -0.02 0.01
C -1.619319 -3.903626 3.810927 0.01 0.02 0.00
C -2.432928 -4.394514 4.828911 0.00 -0.01 -0.01
C -2.248756 -5.669170 5.331341 -0.01 0.00 0.00
C -1.237140 -6.476441 4.812283 0.00 0.00 0.00
C -0.420340 -6.011854 3.801353 0.00 0.00 0.00
C -0.608831 -4.722906 3.297912 -0.01 0.01 -0.02
H 0.970908 -4.721668 1.920575 -0.01 -0.01 0.00
H 0.779076 -2.627163 1.148040 -0.06 -0.01 -0.09
H -1.416444 0.231641 4.185955 0.02 -0.02 -0.01
H -1.015848 2.635193 4.193311 0.00 0.00 0.00
H -0.831423 4.763474 2.892049 0.00 0.00 0.01
H -1.757098 4.812283 0.565010 -0.01 0.00 -0.01
H -2.807040 2.756032 -0.346141 -0.04 0.02 0.00
H -3.212005 -3.745495 5.206260 0.00 0.00 0.00
H -2.887879 -6.040224 6.122644 0.00 0.00 0.00
H -1.087462 -7.476255 5.201612 0.00 0.00 0.00
H 0.368777 -6.631562 3.392801 0.00 0.00 0.00
O 2.255766 -1.667599 -1.916013 0.60 -0.37 -0.32
C 2.207345 -2.706964 -1.216530 -0.03 -0.03 0.02
O 1.152048 -3.338243 -0.931250 0.05 -0.12 0.03
C 3.494695 -3.253884 -0.637773 0.01 0.04 0.02
C 4.204102 -4.201258 -1.362716 0.00 0.00 0.00
C 5.371934 -4.771310 -0.869202 0.00 0.00 0.00
C 5.826670 -4.371088 0.381774 0.00 0.00 0.00
C 5.125157 -3.422976 1.110004 0.00 0.00 0.00
C 3.941279 -2.831581 0.633271 0.01 -0.01 0.00
S 3.082681 -1.647901 1.599214 -0.01 0.04 -0.01
H 3.825188 -4.499264 -2.335349 0.00 0.00 0.00
H 5.912950 -5.511435 -1.448461 0.00 0.00 0.00
H 6.735270 -4.799174 0.794786 0.00 0.00 0.00
H 5.482517 -3.112369 2.085189 0.00 0.00 0.00
```
Forces are in eV/Å.

Computed properties:
Net charge = -2
ΔE to the lowest compared entry with this formula, charge and spin = 75.28 kJ/mol
2S+1 = 1
HOMO-LUMO gap = 5.32 eV
HOMO energy = -1.4 eV



Entry 2:
The following is a quantum chemistry calculation of a molecular structure, C31H28CsN9O2S2, from the Open Molecules 2025 dataset.

```
73
Properties=species:S:1:pos:R:3:forces:R:3
Cs -2.051847 2.227881 -0.431415 0.10 0.00 -0.24
C 4.446924 -6.315152 2.720151 0.00 0.00 0.00
C 4.790647 -5.972150 1.272057 0.00 0.00 0.00
N 3.644662 -5.903939 0.391637 -0.01 -0.01 0.00
C 2.717345 -4.867837 0.485513 0.05 0.06 0.02
S 1.202912 -5.120404 -0.290897 -0.04 -0.03 0.02
N 3.119705 -3.833672 1.172798 -0.06 0.01 0.02
N 2.316068 -2.713475 1.090172 -0.06 0.02 -0.16
C 2.044719 -2.148026 2.198360 0.03 -0.01 -0.01
C 2.431226 -2.737856 3.527239 0.00 0.00 0.02
C 1.322475 -0.841196 2.180003 0.01 -0.02 0.01
C 0.150576 -0.684069 2.919625 0.00 0.03 0.02
C -0.476140 0.552330 2.939616 0.00 -0.02 0.01
C 0.095686 1.603713 2.238515 0.00 0.00 0.01
C 1.248317 1.343984 1.509934 0.01 -0.01 0.03
N 1.856563 0.154724 1.468639 0.01 0.01 0.01
H 5.346454 -6.334580 3.342001 0.00 0.00 0.00
H 3.964982 -7.293789 2.784404 0.00 0.00 0.00
H 3.764267 -5.565677 3.119142 0.00 0.00 0.00
H 5.479007 -6.718041 0.863007 0.00 0.00 0.00
H 5.294434 -5.006297 1.238992 0.00 0.00 0.00
H 3.204485 -6.773743 0.140559 0.00 0.00 0.00
H 3.516350 -2.858240 3.566426 0.00 0.00 0.00
H 2.002007 -3.735810 3.638174 0.00 0.00 0.00
H 2.105086 -2.104238 4.351001 0.00 0.00 0.01
H -0.256198 -1.528331 3.463317 0.00 0.00 -0.01
H -1.394372 0.709435 3.492466 0.00 0.01 -0.01
H -0.329952 2.602843 2.237756 -0.03 -0.02 -0.03
H 1.706620 2.146547 0.941256 -0.01 0.00 -0.01
N 1.142324 -1.771893 -1.467382 0.08 -0.11 0.26
C 0.190692 -0.854805 -1.299212 -0.03 0.03 0.04
N -0.450779 -0.217651 -2.228794 0.01 -0.01 0.09
C -0.128088 -0.501989 -3.551600 -0.01 0.01 -0.04
N -0.743379 0.057240 -4.535132 0.00 0.00 0.02
N -1.663153 1.010188 -4.148002 0.00 0.00 0.00
C -2.858926 0.612759 -4.041562 0.01 0.00 0.02
C -3.878510 1.481660 -3.418581 -0.03 0.00 0.01
C -4.860720 0.863500 -2.649912 -0.03 0.02 0.01
C -5.662241 1.645164 -1.831177 -0.02 0.02 0.01
C -5.470020 3.014298 -1.823622 -0.01 0.03 0.01
C -4.516283 3.545028 -2.685677 0.01 0.00 -0.01
N -3.734555 2.809792 -3.469010 0.01 -0.01 0.03
C 0.934170 -1.485929 -3.826212 -0.01 0.01 0.02
C 1.343340 -1.814824 -5.119863 0.01 -0.01 0.00
C 2.326822 -2.760282 -5.320608 -0.01 0.00 0.00
C 2.915562 -3.399000 -4.224382 -0.01 0.01 -0.01
C 2.530833 -3.088586 -2.939524 0.06 0.02 0.00
C 1.541176 -2.121070 -2.742554 0.04 -0.05 -0.04
H 1.549749 -2.223767 -0.624802 0.01 0.04 -0.16
H -0.050158 -0.644694 -0.261037 0.00 0.01 0.00
H -3.126276 -0.432177 -4.223870 0.00 0.00 0.00
H -4.940723 -0.216605 -2.649430 -0.01 0.00 0.00
H -6.393162 1.186399 -1.176901 0.00 0.00 0.00
H -5.995274 3.664541 -1.139921 0.00 0.00 0.00
H -4.346138 4.615148 -2.707762 0.00 0.00 0.00
H 0.866341 -1.309318 -5.948852 0.00 0.00 0.00
H 2.639700 -3.012455 -6.326374 0.00 0.00 0.00
H 3.676967 -4.152967 -4.382105 0.00 0.00 0.00
H 2.955784 -3.592590 -2.080671 -0.02 0.01 -0.02
O -3.799699 4.466335 0.469865 -0.07 -0.05 0.01
C -3.147277 4.311743 1.533377 0.02 -0.02 0.04
O -2.992765 3.220470 2.143691 0.00 0.00 0.00
C -2.457668 5.528183 2.116067 0.00 0.00 -0.01
C -3.172575 6.331828 2.994331 0.00 0.00 0.00
C -2.607001 7.457891 3.579368 0.00 0.00 0.00
C -1.291188 7.775623 3.265346 0.00 0.00 0.00
C -0.572570 6.980599 2.386683 0.00 0.00 0.00
C -1.121639 5.836690 1.781338 0.01 0.00 0.00
S -0.149141 4.887099 0.667925 -0.04 0.02 0.02
H -4.198905 6.061331 3.223083 0.00 0.00 0.00
H -3.180984 8.071660 4.264964 0.00 0.00 0.00
H -0.819477 8.648497 3.706490 0.00 0.00 0.00
H 0.452808 7.231980 2.141544 0.00 0.00 0.00
```
Forces are in eV/Å.

Computed properties:
Net charge = -2
ΔE to the lowest compared entry with this formula, charge and spin = 7.08 kJ/mol
2S+1 = 1
HOMO-LUMO gap = 5.02 eV
HOMO energy = -1.5 eV



Entry 3:
The following is a quantum chemistry calculation of a molecular structure, C31H28F12N2O4ReTe, from the Open Molecules 2025 dataset.

```
79
Properties=species:S:1:pos:R:3:forces:R:3
Re -0.622923 -0.030124 -1.917141 0.20 0.35 0.12
C 2.352158 -5.904962 0.417806 0.02 0.01 -0.01
C 2.093181 -4.542269 -0.110717 0.04 0.01 -0.01
C 3.107224 -3.772486 -0.692056 -0.02 -0.03 0.03
C 2.846658 -2.495470 -1.125288 0.03 -0.06 -0.02
C 1.536932 -1.954723 -1.015223 -0.12 0.18 -0.03
N 1.300932 -0.617931 -1.222286 0.22 -0.23 0.07
C 2.285384 0.229013 -0.829267 -0.07 0.01 -0.03
C 3.249132 -0.228088 0.131188 0.01 0.03 0.06
C 4.383957 0.482433 0.419267 0.04 0.04 -0.01
C 4.591654 1.730941 -0.168690 0.00 -0.05 0.02
C 5.792158 2.548843 0.119019 0.00 -0.01 0.02
C 3.551754 2.277642 -0.973859 0.01 0.01 0.00
C 2.407872 1.599411 -1.258698 -0.03 0.05 -0.03
C 1.316811 2.299270 -2.037558 0.11 0.07 -0.09
O 0.107619 1.611155 -1.858453 -0.09 -0.12 -0.05
C 1.630576 2.253643 -3.565522 -0.05 -0.05 -0.01
F 2.770641 2.847004 -3.845289 0.04 0.06 0.01
F 1.721828 0.962035 -3.922952 0.00 -0.05 0.00
F 0.643616 2.805969 -4.263522 -0.01 0.01 -0.01
C 1.038553 3.763514 -1.544067 -0.02 -0.02 0.01
F 1.947449 4.601647 -2.027797 0.05 0.01 -0.03
F 1.060007 3.811051 -0.223179 0.01 -0.04 0.07
F -0.161676 4.136340 -1.968740 -0.08 0.01 -0.06
C 0.461202 -2.809596 -0.599964 0.00 -0.08 0.03
C 0.765843 -4.034856 -0.086239 -0.02 0.05 -0.01
C -0.935252 -2.285218 -0.802248 0.04 -0.13 -0.21
O -0.883797 -1.831213 -2.204129 0.11 0.06 0.11
C -1.229140 -0.919815 -0.128752 -0.23 -0.09 -0.01
F -0.949458 -2.313473 2.102133 -0.03 0.03 -0.02
F 0.307992 1.193511 0.800997 -0.04 -0.03 0.01
F -2.580968 -0.794875 0.047405 0.00 0.03 0.09
C -2.069799 -3.354510 -0.812728 -0.02 -0.01 -0.09
F -2.407739 -3.753303 0.391732 0.05 0.00 0.14
F -1.656415 -4.406793 -1.526314 0.06 0.01 0.00
F -3.137824 -2.851852 -1.432297 -0.02 0.07 0.00
H 3.379619 -6.221064 0.260240 -0.01 0.00 0.01
H 1.676243 -6.628089 -0.045510 0.00 0.00 0.00
H 2.134260 -5.925201 1.490778 -0.01 -0.01 -0.01
H 4.095793 -4.194702 -0.816381 -0.01 0.00 0.00
H 3.605274 -1.916954 -1.638701 -0.01 -0.03 -0.01
H 3.009294 -1.103299 0.718007 0.01 0.00 0.02
H 5.089273 0.104423 1.148007 -0.01 0.01 0.00
H 6.583086 1.969920 0.588269 0.00 0.00 0.00
H 5.514432 3.366680 0.795078 0.01 0.00 -0.01
H 6.165664 3.019539 -0.792713 0.00 0.00 0.00
H 3.684385 3.288191 -1.338132 0.01 -0.01 0.00
H -0.013759 -4.660138 0.328156 -0.01 0.00 -0.01
C -4.053144 2.275951 5.940018 -0.01 0.05 0.00
C -3.176888 1.642394 4.904934 -0.01 0.01 -0.03
C -3.251812 2.023173 3.570805 -0.01 -0.01 0.01
C -2.472649 1.444382 2.578068 0.07 -0.15 0.06
C -2.675867 1.939149 1.171836 -0.01 0.02 -0.03
C -1.589471 0.428121 2.980273 -0.02 0.12 0.02
Te -0.205626 -0.525297 1.752617 -0.03 -0.01 0.01
C -1.455351 0.031762 4.327266 -0.03 0.04 -0.11
C -0.460961 -0.998464 4.798286 0.02 -0.01 0.03
C -2.267353 0.652257 5.260021 0.01 -0.04 0.02
H -4.451380 3.228551 5.596717 -0.01 0.00 0.01
H -3.508105 2.439919 6.868248 0.00 -0.01 0.01
H -4.895940 1.620504 6.165917 -0.01 -0.01 0.01
H -3.942633 2.808781 3.287624 0.00 0.00 0.00
H -2.986082 2.982814 1.201087 0.02 -0.01 -0.01
H -3.470439 1.374971 0.683604 -0.02 -0.02 0.00
H -1.772187 1.883262 0.571162 0.06 -0.01 -0.02
H -0.654594 -1.982481 4.373958 -0.01 -0.01 0.00
H -0.511741 -1.092474 5.880523 0.02 0.00 -0.01
H 0.568951 -0.706971 4.564171 0.00 -0.01 0.00
H -2.178618 0.361935 6.300151 0.00 0.01 -0.01
N -4.259076 1.151933 -4.690133 0.02 -0.05 -0.04
C -2.997015 0.457653 -5.113072 0.02 0.02 0.05
C -2.059974 0.306882 -3.944861 0.11 -0.04 0.11
O -0.903375 -0.153402 -4.081702 -0.25 0.08 -0.07
O -2.444550 0.606560 -2.757723 -0.05 -0.04 -0.11
H -5.031523 0.930362 -5.325303 -0.02 0.00 -0.03
H -4.154870 2.169979 -4.682659 0.02 0.04 0.02
H -4.531630 0.868225 -3.742503 -0.01 -0.02 0.04
H -2.520258 1.014612 -5.917642 0.01 0.01 -0.02
H -3.245532 -0.536217 -5.485356 -0.02 -0.03 -0.01
```
Forces are in eV/Å.

Computed properties:
Net charge = +3
2S+1 = 1
HOMO-LUMO gap (spin up / spin down) = 3.90 / 3.90 eV
HOMO energy (spin up / spin down) = -15.5 / -15.5 eV